# 1
{
  "formula": "C5H11N",
  "method": "wB97M-V/def2-TZVPD",
  "species": ["C", "C", "C", "N", "C", "C", "H", "H", "H", "H", "H", "H", "H", "H", "H", "H", "H"],
  "xyz": [[-0.02263, -2.08377, 1.35049], [0.19270, -0.64826, 0.88254], [-0.51848, -0.31523, -0.42940], [-0.10339, 1.02887, -0.88277], [1.07408, 1.20658, -1.51859], [-0.77138, 2.11802, -0.49039], [-1.08124, -2.29762, 1.53666], [0.52109, -2.26981, 2.28287], [0.34196, -2.80263, 0.60783], [-0.14652, 0.05353, 1.65514], [1.25942, -0.45743, 0.72242], [-1.60911, -0.33721, -0.31778], [-0.24278, -1.04223, -1.20385], [1.64875, 2.05977, -1.18877], [1.36164, 0.62411, -2.38829], [-1.23156, 2.16336, 0.49178], [-0.67255, 2.99993, -1.10988]],
  "mulliken_charge": [-1.215, -0.184, -0.887, 0.076, -0.637, -0.602, 0.313, 0.348, 0.321, 0.276, 0.321, 0.374, 0.333, 0.336, 0.254, 0.228, 0.345],
  "multiplicity": 1,
  "lumo_ev": [0.9243, 0.9205],
  "relative_energy_ev": 2.847,
  "charge": 0,
  "homo_lumo_gap_ev": [7.8, 7.8]
}

=====

# 2
{
  "formula": "C20H30ClN3O3",
  "method": "wB97M-V/def2-TZVPD",
  "species": ["C", "C", "C", "C", "C", "C", "C", "O", "N", "C", "C", "O", "C", "C", "C", "C", "C", "N", "C", "O", "C", "C", "N", "C", "C", "Cl", "C", "H", "H", "H", "H", "H", "H", "H", "H", "H", "H", "H", "H", "H", "H", "H", "H", "H", "H", "H", "H", "H", "H", "H", "H", "H", "H", "H", "H", "H", "H"],
  "xyz": [[2.47861, 3.60790, -3.62842], [1.98843, 2.70729, -2.50515], [0.52155, 2.33278, -2.62232], [-0.37898, 3.55431, -2.60699], [0.13444, 1.35820, -1.52348], [-1.32615, 0.91894, -1.63928], [-1.62724, -0.28372, -0.76888], [-1.50585, -1.42537, -1.19960], [-1.99769, 0.01446, 0.49721], [-2.36226, -0.94474, 1.54482], [-3.64621, -1.63417, 1.18093], [-4.67619, -0.65035, 1.09979], [-1.23316, -1.92902, 1.82631], [-0.21569, -1.12579, 2.64388], [-1.03763, -0.07753, 3.43214], [-1.00766, -0.29702, 4.93442], [-2.46607, -0.16816, 2.85854], [0.98890, 0.19636, -1.52288], [1.96716, -0.00553, -0.60735], [2.34687, 0.85176, 0.16962], [2.58653, -1.36980, -0.60697], [3.89267, -1.50362, -0.16631], [4.52737, -2.65752, -0.09794], [3.87027, -3.74317, -0.45582], [2.55988, -3.71536, -0.89780], [1.75679, -5.18454, -1.32694], [1.90049, -2.50917, -0.98301], [3.55983, 3.73006, -3.56698], [2.24732, 3.17976, -4.60765], [2.03682, 4.60408, -3.58344], [2.58900, 1.79448, -2.50451], [2.16880, 3.18206, -1.53496], [0.38283, 1.81735, -3.58717], [-0.28770, 4.09508, -1.65920], [-0.11410, 4.24002, -3.40976], [-1.42865, 3.29297, -2.75079], [0.27376, 1.85867, -0.56073], [-1.98321, 1.74846, -1.36934], [-1.56054, 0.63660, -2.66916], [-2.20711, 0.97994, 0.69880], [-3.53041, -2.14102, 0.21866], [-3.87075, -2.39057, 1.94066], [-5.47858, -1.00670, 1.48276], [-1.63323, -2.75911, 2.41789], [-0.81257, -2.35740, 0.92408], [0.36849, -1.77421, 3.29797], [0.49264, -0.62646, 1.98408], [-0.63305, 0.91713, 3.23065], [-1.38541, -1.29222, 5.18803], [0.01015, -0.21535, 5.31875], [-1.62280, 0.43980, 5.45725], [-2.91964, 0.81608, 2.71791], [-3.12361, -0.71408, 3.54121], [0.70492, -0.57874, -2.10288], [4.44657, -0.62970, 0.15149], [4.40614, -4.68374, -0.38544], [0.86491, -2.48063, -1.30673]],
  "mulliken_charge": [-1.484, -0.212, 0.359, -1.693, -0.154, -1.322, 0.419, -0.706, -0.044, 1.510, -1.394, -0.550, -1.064, -0.324, 0.674, -1.811, -1.873, 0.043, 0.606, -0.671, 0.561, -0.573, -0.629, -0.204, 0.032, -0.217, -0.497, 0.435, 0.321, 0.342, 0.186, 0.347, 0.262, 0.349, 0.460, 0.388, 0.454, 0.545, 0.291, 0.369, 0.397, 0.597, 0.330, 0.479, 0.389, 0.550, -0.171, 0.318, 0.376, 0.434, 0.408, 0.359, 0.390, 0.352, 0.478, 0.375, 0.404],
  "multiplicity": 1,
  "smiles": "CC[C@H](C)[C@@H](CC(=O)N[C@@]1(CO)CC[C@H](C)C1)NC(=O)c1cncc(Cl)c1",
  "lumo_ev": 0.5012,
  "relative_energy_ev": 0.172,
  "charge": 0,
  "homo_lumo_gap_ev": 10.0
}

=====

# 3
{
  "formula": "C59H51NOP2STb",
  "method": "wB97M-V/def2-TZVPD",
  "species": ["Tb", "C", "C", "C", "C", "C", "C", "C", "C", "C", "C", "H", "H", "H", "H", "H", "H", "H", "H", "H", "H", "H", "H", "H", "H", "O", "S", "C", "C", "C", "C", "C", "C", "C", "C", "C", "C", "P", "C", "C", "C", "C", "C", "C", "C", "C", "C", "C", "C", "C", "C", "C", "C", "C", "C", "C", "C", "C", "C", "C", "C", "C", "P", "C", "C", "C", "C", "C", "C", "C", "C", "C", "C", "C", "C", "C", "C", "H", "H", "H", "H", "H", "H", "H", "H", "H", "H", "H", "H", "H", "H", "H", "H", "H", "H", "H", "H", "H", "H", "H", "H", "H", "H", "H", "H", "H", "H", "H", "H", "H", "H", "H", "H", "N", "C", "H"],
  "xyz": [[12.91051, 10.96919, 13.46931], [17.91314, 8.40164, 13.34048], [16.62680, 8.93430, 12.69145], [16.21665, 8.04775, 11.53066], [15.54231, 9.08948, 13.75074], [14.27434, 8.54396, 13.62399], [13.36734, 8.52898, 14.69254], [13.68026, 9.07506, 15.92319], [12.75239, 8.95842, 17.10625], [14.96981, 9.60521, 16.06076], [15.85345, 9.64789, 14.99784], [18.67151, 8.24613, 12.57831], [17.74308, 7.42992, 13.82246], [18.34172, 9.08557, 14.07312], [16.82900, 9.93839, 12.28977], [15.98309, 7.02984, 11.88297], [17.03430, 7.97962, 10.82087], [15.34516, 8.43924, 10.98932], [13.96334, 8.15928, 12.65944], [12.37548, 8.13762, 14.53570], [11.76921, 9.41093, 16.90530], [13.17858, 9.42847, 17.98651], [12.56650, 7.91732, 17.34036], [15.26918, 10.04291, 17.00093], [16.81795, 10.13400, 15.14112], [13.34577, 10.95427, 11.37646], [11.96736, 11.51736, 10.74313], [11.30359, 10.12756, 9.98182], [11.93144, 9.46484, 8.93411], [11.24018, 8.54776, 8.11113], [9.89476, 8.35309, 8.35019], [8.85593, 7.53947, 7.60543], [7.55036, 7.71941, 8.43340], [7.95296, 8.57132, 9.61645], [7.25760, 9.00455, 10.72018], [7.97167, 9.72699, 11.69144], [9.28921, 10.11027, 11.56796], [10.03486, 10.68743, 13.10786], [9.54879, 9.31280, 14.17553], [10.11063, 8.07904, 13.81614], [9.74753, 6.91768, 14.46754], [8.79716, 6.97286, 15.47494], [8.20310, 8.17734, 15.82433], [8.58286, 9.35053, 15.17273], [9.08074, 12.13179, 13.57315], [9.04650, 12.54606, 14.90901], [8.17860, 13.54483, 15.30194], [7.34159, 14.16278, 14.37697], [7.39285, 13.79150, 13.04047], [8.25130, 12.77037, 12.64362], [9.98734, 9.77188, 10.37608], [9.30843, 8.94497, 9.48601], [12.38476, 12.67647, 9.52189], [12.22093, 12.37073, 8.17139], [12.33837, 13.32533, 7.15459], [12.60164, 14.62939, 7.49864], [12.73838, 15.86219, 6.64170], [12.90946, 17.02120, 7.65872], [12.89405, 16.34759, 9.01124], [12.96460, 16.88240, 10.26846], [12.90322, 15.97860, 11.33753], [12.78335, 14.60570, 11.22294], [13.03333, 13.73732, 12.79181], [14.80811, 13.93276, 13.05019], [15.39520, 15.17686, 13.30381], [16.76647, 15.30505, 13.41548], [17.58938, 14.18630, 13.28727], [17.03586, 12.94229, 13.01296], [15.65886, 12.83390, 12.89188], [12.15431, 14.75547, 13.98373], [12.75086, 15.27562, 15.13459], [12.03962, 16.13539, 15.96434], [10.73024, 16.47799, 15.65803], [10.12879, 15.95341, 14.51918], [10.83088, 15.10111, 13.68683], [12.65609, 14.03577, 9.92839], [12.73256, 14.95569, 8.86624], [12.96933, 9.70527, 8.69315], [11.75670, 8.06107, 7.28815], [8.76817, 7.88445, 6.57447], [9.17968, 6.49976, 7.54877], [6.77048, 8.21731, 7.85346], [7.13875, 6.77188, 8.75744], [6.20946, 8.76004, 10.88406], [7.47029, 9.94475, 12.63390], [10.81034, 8.01800, 12.98588], [10.18924, 5.96973, 14.16368], [8.51230, 6.06702, 15.98419], [7.43204, 8.21659, 16.58541], [8.08810, 10.27423, 15.43014], [9.66770, 12.07282, 15.65906], [8.17207, 13.86057, 16.34014], [6.64702, 14.92517, 14.71254], [6.74670, 14.29421, 12.33020], [8.22613, 12.45565, 11.60480], [11.93782, 11.38096, 7.86405], [12.21644, 13.02652, 6.11107], [13.59873, 15.75494, 5.97833], [11.87322, 15.99688, 6.00463], [13.83899, 17.56581, 7.50090], [12.09457, 17.75339, 7.58484], [13.05274, 17.95537, 10.43130], [12.98310, 16.40612, 12.32522], [14.77321, 16.05368, 13.44124], [17.21719, 16.27780, 13.61006], [18.67353, 14.30750, 13.37209], [17.66280, 12.06788, 12.88510], [15.27437, 11.88274, 12.57383], [13.78789, 15.07300, 15.34040], [12.52307, 16.57608, 16.82934], [10.19654, 17.16596, 16.31167], [9.12631, 16.25994, 14.26076], [10.35008, 14.74487, 12.77443], [14.68609, 12.70294, 16.23936], [14.10397, 12.13642, 15.42146], [15.17835, 13.23106, 16.94729]],
  "mulliken_charge": [0.108, -1.522, 1.428, -1.707, 0.620, -0.508, -0.696, 0.875, -1.453, -1.569, -0.457, 0.461, 0.399, 0.366, -0.351, 0.401, 0.465, 0.239, 0.512, 1.027, 0.179, 0.405, 0.420, 0.595, 0.267, -0.227, 1.407, 0.634, -0.790, -1.272, 0.189, -0.755, -0.801, 0.132, -1.414, 0.311, -0.140, 1.431, 1.899, -1.898, -0.330, -0.803, -0.713, -0.651, 1.209, -0.724, -0.749, -0.897, -0.742, -1.005, -1.777, 1.173, 0.414, -0.259, -1.889, 0.199, -0.787, -0.652, -0.202, -1.436, 0.117, 0.104, 1.736, 0.362, -0.314, -0.959, -0.863, -0.676, 0.588, 1.201, -0.527, -1.098, -0.871, -0.871, -0.649, -1.461, 1.275, 0.667, 0.521, 0.356, 0.360, 0.336, 0.360, 0.511, 0.552, 0.564, 0.491, 0.478, 0.514, 0.546, 0.595, 0.505, 0.492, 0.470, 0.501, 0.688, 0.472, 0.343, 0.374, 0.339, 0.312, 0.560, 0.644, 0.360, 0.465, 0.446, 0.523, -0.038, 0.482, 0.474, 0.466, 0.647, 0.520, -0.002, 0.143, 0.274],
  "multiplicity": 7,
  "lumo_ev": [-9.1241, -7.6796],
  "charge": 3,
  "homo_lumo_gap_ev": [5.8, 7.2]
}

=====

# 4
{
  "formula": "C2H2N4O2P",
  "method": "wB97M-V/def2-TZVPD",
  "species": ["N", "C", "N", "C", "N", "P", "N", "O", "O", "H", "H"],
  "xyz": [[6.39547, 0.61182, -0.64504], [5.33629, 0.26247, -0.37669], [4.25138, 0.13261, 0.24278], [3.06142, 0.27319, 0.13038], [1.91584, 0.43134, 0.35211], [0.84191, -1.06869, 0.18050], [-0.64015, -0.31220, -0.24399], [0.66957, -1.53980, 1.54497], [1.33880, -2.01014, -0.86645], [-1.45315, -0.05134, 0.23275], [-0.99238, -0.50037, -1.17547]],
  "mulliken_charge": [-0.532, 0.420, -0.367, 0.476, -0.355, 0.856, -0.489, -0.700, -0.685, 0.174, 0.203],
  "multiplicity": 1,
  "smiles": "N#CN=C=N[P@](N)(=O)[O-]",
  "lumo_ev": 3.7977,
  "relative_energy_ev": 0.090,
  "charge": -1,
  "homo_lumo_gap_ev": 9.6
}

=====

# 5
{
  "formula": "C19H31IN3O5",
  "method": "wB97M-V/def2-TZVPD",
  "species": ["C", "C", "C", "N", "C", "C", "C", "C", "C", "C", "N", "N", "I", "C", "C", "O", "H", "H", "H", "H", "H", "H", "H", "H", "H", "H", "H", "H", "H", "H", "H", "H", "H", "H", "H", "O", "C", "O", "C", "C", "C", "H", "H", "H", "H", "H", "H", "O", "C", "O", "C", "C", "C", "H", "H", "H", "H", "H", "H"],
  "xyz": [[-2.91578, 3.41026, -0.34250], [-2.24581, 2.77827, -1.11909], [-1.25675, 2.10528, -1.93245], [-1.22867, 0.61085, -1.76373], [0.17629, 0.22493, -1.46587], [0.36264, -1.27781, -1.37931], [1.82925, -1.62106, -1.07135], [1.99720, -2.92865, -0.29784], [3.28447, -2.90601, 0.56692], [-2.05695, 0.17512, -0.72849], [-1.65667, 0.26630, 0.58380], [-3.16890, -0.38166, -1.06830], [-4.03122, 0.37149, -2.78484], [-4.12721, -0.71365, 0.00573], [-4.76025, 0.48010, 0.72072], [-5.20798, 1.44500, 0.18419], [-3.68294, 3.94984, 0.12974], [-1.45059, 2.31233, -2.98061], [-0.27258, 2.50700, -1.73728], [0.57728, 0.75910, -0.60597], [0.76226, 0.55713, -2.31743], [0.13253, -1.66965, -2.36705], [-0.30496, -1.75967, -0.66419], [2.20509, -0.81658, -0.44067], [2.39938, -1.63153, -1.99139], [2.13048, -3.74627, -0.99554], [1.16113, -3.10086, 0.37046], [4.03405, -3.58287, 0.18348], [3.68872, -1.90213, 0.62611], [3.06895, -3.21552, 1.58476], [-1.74819, 1.12870, 1.09084], [-1.25345, -0.54370, 1.01913], [-4.86831, -1.40568, -0.37396], [-3.58460, -1.27137, 0.75689], [-4.83279, 0.39577, 1.81953], [-2.22060, 7.13175, 2.88529], [-3.26126, 7.32757, 2.33483], [-3.50335, 8.41649, 1.56453], [-4.87443, 8.42038, 1.12657], [-5.32276, 6.97056, 1.22410], [-4.50404, 6.45891, 2.40216], [-5.44773, 9.07750, 1.78324], [-4.92600, 8.80779, 0.11215], [-6.39787, 6.85970, 1.35186], [-5.03459, 6.43471, 0.31669], [-5.00622, 6.63219, 3.35441], [-4.24926, 5.40781, 2.29711], [6.01978, -4.02449, -0.90908], [6.30674, -5.10671, -0.48674], [5.58875, -5.73558, 0.47468], [6.23836, -6.96514, 0.85017], [7.11855, -7.32829, -0.33576], [7.49961, -5.95406, -0.88031], [6.81679, -6.78622, 1.75869], [5.48349, -7.71959, 1.05766], [7.96879, -7.95037, -0.06427], [6.53201, -7.86819, -1.08061], [8.38923, -5.55221, -0.39357], [7.63089, -5.95731, -1.95825]],
  "mulliken_charge": [0.222, -0.556, -1.003, 0.279, -1.252, -0.445, -0.880, -0.345, -0.724, -0.452, -0.095, -0.269, 0.350, -0.529, -0.011, -0.377, 0.657, 0.406, 0.376, 0.546, 0.592, 0.252, 0.466, 0.424, 0.349, 0.329, 0.371, -0.101, 0.356, 0.335, 0.256, 0.227, 0.500, 0.374, 0.386, -0.566, 0.552, -0.361, -0.450, -0.387, -0.342, 0.254, 0.338, 0.374, 0.155, 0.292, 0.166, -0.597, 0.593, -0.326, -0.450, -0.463, -0.535, 0.265, 0.306, 0.325, 0.270, 0.272, 0.302],
  "multiplicity": 1,
  "lumo_ev": -4.8214,
  "charge": 1,
  "homo_lumo_gap_ev": 7.0
}

=====

# 6
{
  "formula": "ClH2NO2S",
  "method": "wB97M-V/def2-TZVPD",
  "species": ["N", "O", "O", "S", "Cl", "H", "H"],
  "xyz": [[-0.28388, -1.03509, -0.21511], [-1.16798, 1.08367, 0.80897], [-0.08252, 1.32125, -1.34325], [-0.19859, 0.63952, -0.12324], [1.63945, 0.72226, 0.77959], [-0.45839, -1.27015, 0.64682], [0.55190, -1.46145, -0.55377]],
  "mulliken_charge": [-0.427, -0.522, -0.504, 0.886, -0.046, 0.308, 0.306],
  "multiplicity": 3,
  "lumo_ev": [0.2796, -5.3598],
  "relative_energy_ev": 2.503,
  "charge": 0,
  "homo_lumo_gap_ev": [6.2, 6.0]
}